C38H34AsIrN4O3S4 as an isolated structure, computed with wB97M-V/def2-TZVPD.

orbital gap = 4.81 eV
energy relative to the best compared isomer or geometry (same formula, charge and spin) = 5.3 kcal per mole

Structure (ORCA input):
```
! RIJCOSX wB97M-V def2-TZVPD def2/J DEFGRID3
* xyz -2 1
Ir -0.669 -0.962 -0.023
O 0.853 -1.393 1.300
C 1.604 -0.503 2.004
C 1.713 0.884 1.335
C 0.460 1.672 1.072
C 0.470 3.024 1.409
C -0.604 3.824 1.081
C -1.684 3.246 0.448
C -1.679 1.884 0.165
C -2.906 1.245 -0.407
C -2.754 0.405 -1.707
O -2.034 -0.744 -1.526
C -2.147 1.221 -2.861
C -1.447 0.514 -3.841
C -0.885 1.172 -4.923
C -0.999 2.553 -5.045
C -1.685 3.268 -4.074
C -2.258 2.602 -2.994
C -4.202 0.008 -2.084
C -4.666 -1.217 -1.611
C -5.973 -1.613 -1.857
C -6.830 -0.800 -2.589
C -6.372 0.420 -3.068
C -5.064 0.821 -2.814
N -0.600 1.120 0.458
C 3.017 -1.122 2.119
C 3.062 -2.501 2.341
C 4.275 -3.148 2.518
C 5.472 -2.442 2.442
C 5.439 -1.079 2.196
C 4.217 -0.423 2.049
C 1.109 -0.314 3.460
C 1.689 0.612 4.330
C 1.226 0.755 5.629
C 0.179 -0.041 6.083
C -0.374 -0.987 5.234
C 0.092 -1.130 3.932
H 2.241 0.746 0.391
H 2.345 1.531 1.945
H 1.331 3.426 1.927
H -0.604 4.879 1.326
H -2.560 3.827 0.191
H -3.668 2.018 -0.535
H -3.285 0.520 0.321
H -1.335 -0.553 -3.692
H -0.340 0.606 -5.670
H -0.547 3.069 -5.885
H -1.774 4.346 -4.153
H -2.795 3.173 -2.247
H -4.002 -1.859 -1.045
H -6.302 -2.568 -1.464
H -7.850 -1.114 -2.785
H -7.027 1.062 -3.647
H -4.721 1.772 -3.206
H 2.121 -3.041 2.358
H 4.285 -4.216 2.703
H 6.420 -2.952 2.573
H 6.363 -0.514 2.131
H 4.224 0.645 1.864
H 2.527 1.220 4.001
H 1.688 1.480 6.290
H -0.188 0.069 7.097
H -1.176 -1.632 5.574
H -0.326 -1.881 3.274
S -4.148 -4.346 0.658
As -2.265 -3.586 1.257
S -2.333 -1.338 1.508
S -0.825 -3.252 -0.412
S -1.392 -4.487 2.964
C 4.340 -2.514 -1.116
N 3.518 -1.359 -1.440
C 4.024 -0.122 -1.537
C 3.238 0.931 -1.860
C 1.826 0.672 -1.918
N 1.309 -0.523 -1.772
C 2.150 -1.619 -1.743
O 1.823 -2.757 -1.959
N 0.996 1.724 -2.122
H 5.337 -2.167 -0.850
H 4.381 -3.195 -1.965
H 3.901 -3.039 -0.272
H 5.087 -0.024 -1.357
H 3.637 1.928 -1.968
H 1.303 2.641 -1.849
H 0.003 1.539 -2.067
*
```

***

C38H34Br3N7O14 as an isolated structure in a non-equilibrium geometry, computed with wB97M-V/def2-TZVPD.

orbital gap = 8.61 eV
energy relative to the best compared isomer or geometry (same formula, charge and spin) = 71.8 kcal per mole

Structure (ORCA input):
```
! RIJCOSX wB97M-V def2-TZVPD def2/J DEFGRID3
* xyz 0 1
C -1.276 -1.819 -0.116
N 0.116 -1.688 -0.699
O 0.305 -2.130 -1.806
O 0.796 -0.815 -0.166
H -1.339 -0.902 0.469
H -1.467 -2.765 0.390
H -1.853 -1.761 -1.039
C -2.863 4.840 5.078
C -3.376 3.600 4.738
C -2.567 2.714 4.120
C -1.243 3.048 3.750
C -0.732 4.267 4.189
C -1.523 5.119 4.891
N -0.375 2.051 2.967
O -0.887 1.248 2.247
O 0.842 2.108 3.132
H -3.497 5.542 5.600
H -4.408 3.318 4.886
H -2.907 1.723 3.858
H 0.333 4.438 4.238
H -1.159 6.099 5.163
C 4.298 -5.138 1.136
C 4.642 -5.969 0.064
C 3.643 -6.297 -0.796
C 2.396 -5.650 -0.775
C 2.074 -4.760 0.237
C 3.032 -4.546 1.245
N 1.403 -5.829 -1.840
O 0.267 -5.317 -1.757
O 1.715 -6.597 -2.733
H 4.931 -4.729 1.909
H 5.687 -6.170 -0.122
H 3.866 -6.983 -1.600
H 1.193 -4.138 0.294
H 2.871 -3.727 1.931
C -0.968 0.827 6.257
C 0.357 0.663 6.051
C 0.793 -0.455 5.313
C -0.104 -1.351 4.673
C -1.455 -1.146 4.918
C -1.902 -0.028 5.689
N 0.485 -2.354 3.734
O 1.709 -2.427 3.612
O -0.284 -2.894 3.036
H -1.243 1.626 6.929
H 1.050 1.311 6.568
H 1.856 -0.576 5.164
H -2.122 -1.847 4.438
H -2.924 0.016 6.036
C 1.195 2.653 -0.719
C 1.029 1.945 -1.924
C 1.394 2.474 -3.135
C 1.747 3.805 -3.230
C 1.811 4.553 -2.081
C 1.542 3.998 -0.812
N 2.019 4.349 -4.620
O 1.763 3.601 -5.572
O 2.494 5.458 -4.768
H 0.985 2.153 0.214
H 0.695 0.928 -1.782
H 1.460 1.884 -4.038
H 2.177 5.568 -2.044
H 1.520 4.676 0.028
C -0.434 -4.650 -6.037
C 0.032 -4.228 -7.290
C 0.075 -2.871 -7.537
C -0.150 -1.935 -6.510
C -0.465 -2.450 -5.202
C -0.627 -3.782 -4.969
N -0.316 -0.521 -6.821
O -0.520 -0.183 -7.995
O -0.139 0.275 -5.903
H -0.410 -5.726 -5.947
H 0.403 -4.948 -8.005
H 0.362 -2.424 -8.478
H -0.541 -1.836 -4.317
H -0.934 -4.064 -3.973
C -2.700 5.538 0.849
C -3.728 5.067 1.632
C -4.150 3.750 1.533
C -3.409 2.811 0.802
C -2.376 3.270 -0.002
C -2.044 4.658 0.025
N -3.876 1.386 0.801
O -4.785 1.106 1.574
O -3.329 0.552 0.179
H -2.424 6.582 0.875
H -4.325 5.731 2.241
H -4.970 3.479 2.182
H -1.931 2.574 -0.698
H -1.297 5.037 -0.657
C 3.692 -2.814 -2.569
Br 3.201 -3.981 -4.065
Br 3.422 -0.825 -2.887
Br 5.579 -3.242 -2.128
H 3.090 -3.137 -1.719
*
```

***

C38H34Br8IN5O5S2Ti as an isolated structure in a non-equilibrium geometry, computed with wB97M-V/def2-TZVPD.

orbital gap = 4.27 eV
energy relative to the best compared isomer or geometry (same formula, charge and spin) = 19.3 kcal per mole

Structure (ORCA input):
```
! RIJCOSX wB97M-V def2-TZVPD def2/J DEFGRID3
* xyz -2 1
Ti -0.301 -1.300 2.263
S 1.008 -1.766 -1.315
C 1.462 -0.472 -2.201
N 1.435 -0.477 -3.560
C 1.596 0.784 -4.269
C 2.815 1.465 -3.714
N 2.625 1.713 -2.287
C 2.768 3.108 -1.859
C 1.777 3.993 -2.582
C 0.412 3.828 -2.333
C -0.528 4.543 -3.059
C -0.117 5.442 -4.038
C 1.236 5.615 -4.289
C 2.178 4.891 -3.564
C 1.939 0.800 -1.526
S 1.670 1.022 0.073
C 1.229 -1.672 -4.360
C -0.113 -1.653 -5.058
C -0.209 -1.750 -6.441
C -1.450 -1.710 -7.068
C -2.604 -1.558 -6.312
C -2.514 -1.449 -4.926
C -1.278 -1.504 -4.303
H 0.726 1.432 -4.121
H 1.701 0.585 -5.334
H 2.993 2.409 -4.224
H 3.683 0.815 -3.867
H 3.795 3.433 -2.041
H 2.584 3.113 -0.790
H 0.092 3.120 -1.573
H -1.583 4.386 -2.866
H -0.850 5.999 -4.608
H 1.562 6.304 -5.060
H 3.237 5.023 -3.765
H 1.290 -2.520 -3.684
H 2.033 -1.745 -5.098
H 0.695 -1.862 -7.033
H -1.513 -1.791 -8.147
H -3.570 -1.519 -6.799
H -3.411 -1.317 -4.333
H -1.200 -1.432 -3.223
Br -5.547 1.095 -1.485
C -4.519 0.266 -0.125
C -5.139 -0.331 0.965
Br -7.023 -0.300 1.135
C -4.362 -0.951 1.965
Br -5.120 -1.786 3.474
C -2.978 -0.961 1.879
O -2.161 -1.467 2.772
C -2.343 -0.327 0.763
O -1.027 -0.334 0.800
C -3.114 0.266 -0.215
Br -2.194 1.081 -1.659
Br 5.009 -5.399 1.417
C 3.265 -4.664 1.368
C 2.167 -5.479 1.132
Br 2.384 -7.330 0.806
C 0.880 -4.919 1.147
Br -0.674 -5.963 0.920
C 0.694 -3.570 1.373
O -0.494 -2.975 1.455
C 1.821 -2.719 1.581
O 1.551 -1.446 1.810
C 3.079 -3.294 1.591
Br 4.519 -2.145 2.018
C -0.963 1.977 2.597
C -0.848 3.249 3.488
N -0.308 2.917 4.808
C -1.179 1.921 5.450
C -1.290 0.650 4.577
N -0.461 0.810 3.345
C 0.954 1.083 3.732
C 1.022 2.336 4.639
H -0.383 2.077 1.681
H -2.001 1.787 2.327
H -1.825 3.716 3.632
H -0.184 3.987 3.030
H -2.158 2.380 5.602
H -0.762 1.682 6.429
H -2.318 0.480 4.267
H -0.956 -0.239 5.110
H 1.523 1.232 2.815
H 1.336 0.203 4.241
H 1.673 3.099 4.201
H 1.409 2.089 5.628
N 1.546 -3.643 4.564
C 0.252 -3.118 4.400
O 0.214 -1.849 3.933
C -0.828 -3.820 4.693
I -0.710 -2.141 7.689
H 2.247 -2.930 4.700
H 1.585 -4.369 5.259
H -0.750 -4.828 5.079
H -1.808 -3.416 4.491
*
```

***

Copy entry 1 word for word.
C38H34AsIrN4O3S4 as an isolated structure, computed with wB97M-V/def2-TZVPD.

orbital gap = 4.81 eV
energy relative to the best compared isomer or geometry (same formula, charge and spin) = 5.3 kcal per mole

Structure (ORCA input):
```
! RIJCOSX wB97M-V def2-TZVPD def2/J DEFGRID3
* xyz -2 1
Ir -0.669 -0.962 -0.023
O 0.853 -1.393 1.300
C 1.604 -0.503 2.004
C 1.713 0.884 1.335
C 0.460 1.672 1.072
C 0.470 3.024 1.409
C -0.604 3.824 1.081
C -1.684 3.246 0.448
C -1.679 1.884 0.165
C -2.906 1.245 -0.407
C -2.754 0.405 -1.707
O -2.034 -0.744 -1.526
C -2.147 1.221 -2.861
C -1.447 0.514 -3.841
C -0.885 1.172 -4.923
C -0.999 2.553 -5.045
C -1.685 3.268 -4.074
C -2.258 2.602 -2.994
C -4.202 0.008 -2.084
C -4.666 -1.217 -1.611
C -5.973 -1.613 -1.857
C -6.830 -0.800 -2.589
C -6.372 0.420 -3.068
C -5.064 0.821 -2.814
N -0.600 1.120 0.458
C 3.017 -1.122 2.119
C 3.062 -2.501 2.341
C 4.275 -3.148 2.518
C 5.472 -2.442 2.442
C 5.439 -1.079 2.196
C 4.217 -0.423 2.049
C 1.109 -0.314 3.460
C 1.689 0.612 4.330
C 1.226 0.755 5.629
C 0.179 -0.041 6.083
C -0.374 -0.987 5.234
C 0.092 -1.130 3.932
H 2.241 0.746 0.391
H 2.345 1.531 1.945
H 1.331 3.426 1.927
H -0.604 4.879 1.326
H -2.560 3.827 0.191
H -3.668 2.018 -0.535
H -3.285 0.520 0.321
H -1.335 -0.553 -3.692
H -0.340 0.606 -5.670
H -0.547 3.069 -5.885
H -1.774 4.346 -4.153
H -2.795 3.173 -2.247
H -4.002 -1.859 -1.045
H -6.302 -2.568 -1.464
H -7.850 -1.114 -2.785
H -7.027 1.062 -3.647
H -4.721 1.772 -3.206
H 2.121 -3.041 2.358
H 4.285 -4.216 2.703
H 6.420 -2.952 2.573
H 6.363 -0.514 2.131
H 4.224 0.645 1.864
H 2.527 1.220 4.001
H 1.688 1.480 6.290
H -0.188 0.069 7.097
H -1.176 -1.632 5.574
H -0.326 -1.881 3.274
S -4.148 -4.346 0.658
As -2.265 -3.586 1.257
S -2.333 -1.338 1.508
S -0.825 -3.252 -0.412
S -1.392 -4.487 2.964
C 4.340 -2.514 -1.116
N 3.518 -1.359 -1.440
C 4.024 -0.122 -1.537
C 3.238 0.931 -1.860
C 1.826 0.672 -1.918
N 1.309 -0.523 -1.772
C 2.150 -1.619 -1.743
O 1.823 -2.757 -1.959
N 0.996 1.724 -2.122
H 5.337 -2.167 -0.850
H 4.381 -3.195 -1.965
H 3.901 -3.039 -0.272
H 5.087 -0.024 -1.357
H 3.637 1.928 -1.968
H 1.303 2.641 -1.849
H 0.003 1.539 -2.067
*
```

***

Which formula does entry 1 have?
C38H34AsIrN4O3S4

***

Among the records above, which one has the lowest energy relative to the best compared isomer or geometry (same formula, charge and spin)?
C38H34AsIrN4O3S4

***

Among the records above, which one has the highest energy relative to the best compared isomer or geometry (same formula, charge and spin)?
C38H34Br3N7O14